Formula: C5H11CoO3
Source: OMol25
Level of theory: the ωB97M-V functional and the def2-TZVPD basis

Each line ends with the Mulliken charge.
Cartesian coordinates (Å):
1 H 1.477 -1.773 0.157  -0.171
2 O -1.084 -2.677 -0.056  -0.419
3 C -1.208 -2.497 1.174  0.289
4 C -0.585 -1.338 1.815  -0.679
5 O -0.496 -0.382 0.790  -0.114
6 C -0.485 1.029 0.899  -0.457
7 C 0.451 1.526 -0.175  -0.463
8 O 0.193 0.791 -1.373  -0.199
9 C 0.800 1.350 -2.537  -0.721
10 Co -0.001 -1.177 -1.013  0.462
11 H -1.490 -3.335 1.831  0.426
12 H -1.197 -0.932 2.632  0.391
13 H -0.146 1.347 1.893  0.401
14 H -1.516 1.343 0.684  0.306
15 H 1.503 1.375 0.114  0.316
16 H 0.280 2.597 -0.346  0.426
17 H 0.415 0.808 -3.406  0.278
18 H 0.527 2.409 -2.621  0.278
19 H 1.893 1.248 -2.477  0.338
20 H 0.670 -1.712 2.014  0.315

Computed properties:
net charge = +1
F_max = 3.61 eV Å⁻¹
spin multiplicity = 4
highest occupied orbital energy (spin up / spin down) = -0.4540 / -0.4695 Ha
electronic energy = -49121.907 eV
LUMO (spin up / spin down) = -3.89 / -4.47 eV
gap between HOMO and LUMO (spin up / spin down) = 8.46 / 8.31 eV